Density functional theory data (ωB97M-V/def2-TZVPD) for C52H49HoIN7P2S2Te as an isolated structure in a non-equilibrium geometry.

```
! wB97M-V def2-TZVPD RIJCOSX def2/J DEFGRID3
* xyz 2 5
Ho -0.230 0.116 0.911
S -4.448 7.005 1.081
N -2.893 6.715 1.535
C -2.672 5.412 1.253
C -1.423 4.732 1.485
C -0.326 5.383 2.049
C 0.847 4.627 2.232
C 0.856 3.281 1.893
N -0.218 2.589 1.371
C -1.378 3.347 1.150
C -2.493 2.669 0.593
N -2.380 1.313 0.342
C -3.456 0.693 -0.228
C -4.638 1.330 -0.559
C -4.797 2.699 -0.283
C -3.719 3.356 0.310
C -3.788 4.740 0.683
N -4.866 5.525 0.509
H -0.394 6.441 2.312
H 1.753 5.065 2.662
H 1.796 2.721 1.969
H -3.333 -0.358 -0.469
H -5.447 0.745 -1.020
H -5.704 3.263 -0.511
C 4.248 0.080 -5.888
S 2.441 0.029 -5.877
C 2.175 -1.732 -5.496
C 1.044 -1.916 -4.481
C 1.434 -1.183 -3.194
N 0.325 -1.163 -2.226
P 0.177 -2.179 -0.825
C 1.106 -3.623 -1.308
C 0.493 -4.682 -2.045
C 1.291 -5.759 -2.461
C 2.664 -5.796 -2.189
C 3.263 -4.740 -1.478
C 2.494 -3.662 -1.038
C -1.564 -2.630 -0.936
C -2.229 -2.870 0.285
C -3.619 -3.049 0.313
C -4.352 -3.078 -0.882
C -3.678 -2.954 -2.106
C -2.286 -2.709 -2.154
P -0.666 0.250 -2.010
C -1.117 0.639 -3.684
C -0.281 1.394 -4.542
C -0.614 1.504 -5.904
C -1.754 0.887 -6.426
C -2.603 0.178 -5.558
C -2.298 0.057 -4.200
C 0.440 1.595 -1.596
C -0.045 2.934 -1.755
C 0.755 4.027 -1.406
C 2.080 3.838 -0.959
C 2.584 2.537 -0.803
C 1.778 1.422 -1.101
H 4.581 1.114 -6.066
H 4.640 -0.539 -6.696
H 4.668 -0.234 -4.920
H 3.088 -2.206 -5.121
H 1.921 -2.207 -6.459
H 0.896 -2.990 -4.294
H 0.084 -1.561 -4.888
H 1.722 -0.150 -3.452
H 2.329 -1.648 -2.736
H -0.586 -4.657 -2.249
H 0.828 -6.584 -3.023
H 3.272 -6.643 -2.521
H 4.334 -4.752 -1.240
H 2.941 -2.865 -0.433
H -1.659 -2.853 1.221
H -4.129 -3.151 1.278
H -5.433 -3.225 -0.858
H -4.244 -3.025 -3.043
H -1.774 -2.621 -3.124
H 0.630 1.877 -4.166
H 0.032 2.080 -6.577
H -1.964 0.958 -7.495
H -3.516 -0.296 -5.931
H -2.991 -0.436 -3.517
H -1.060 3.071 -2.115
H 0.320 5.031 -1.428
H 2.687 4.698 -0.648
H 3.614 2.388 -0.459
H 2.182 0.410 -0.967
C 1.417 -0.012 9.000
C 0.742 -0.151 7.669
C 1.333 0.320 6.492
C 0.723 0.183 5.242
C 1.421 0.801 4.097
C -0.517 -0.518 5.158
Te -1.442 -1.051 3.256
C -1.163 -0.945 6.350
C -2.544 -1.552 6.368
C -0.521 -0.741 7.574
H 2.409 0.455 8.883
H 1.565 -0.989 9.496
H 0.836 0.612 9.696
H 2.319 0.800 6.519
H 2.364 0.276 3.856
H 1.656 1.856 4.289
H 0.772 0.735 3.205
H -2.751 -2.133 5.458
H -3.335 -0.792 6.463
H -2.600 -2.214 7.244
H -1.020 -1.117 8.471
I 6.343 -1.233 2.506
C 4.309 -1.383 2.243
C 3.424 -2.334 2.801
N 2.165 -2.052 2.360
N 2.134 -0.939 1.520
C 3.466 -0.543 1.442
H 3.655 -3.154 3.477
H 1.290 -2.536 2.583
H 3.802 0.319 0.865
*
```

## Properties
Frontier orbital gap (alpha / beta) = 5.792 / 5.813 eV
Calculated total energy = -146580.641 eV
HOMO energy (alpha / beta) = -11.7211 / -11.7260 eV
Largest force on an atom = 3.2 eV/Å

Here are the Mulliken charges for atoms 1 to 4, given in e: atom 1 (Ho): 1.10, atom 2 (S): 0.21, atom 3 (N): -0.68, atom 4 (C): 0.83